(1)
Here is a single H3N2O2P molecule in a non-equilibrium geometry from OMol25. Energies are from wB97M-V/def2-TZVPD.

Its SMILES is NP[N+](=O)[O-]. Its energy above the lowest of the compared OMol25 structures with the same formula, charge and spin is 321.7 kJ/mol. Its HOMO energy is -9.500 eV. The maximum force comes out at 2.947 eV Å⁻¹.

Atoms and positions in Å:
1 N 0.13 0.64 1.13
2 P 1.01 -0.43 0.29
3 N -0.15 -0.26 -1.36
4 O -1.13 0.42 -1.22
5 O 0.21 -0.93 -2.30
6 H 0.46 1.59 1.09
7 H -0.86 0.44 1.46
8 H 0.33 -1.47 0.91

(2)
Here is 19 unconnected molecules or ions with the total composition C66H158O51S10 in a non-equilibrium geometry from OMol25. Energies are from wB97M-V/def2-TZVPD.

Its energy above the lowest of the compared OMol25 structures with the same formula, charge and spin is 12.2 kJ/mol. Its HOMO energy is -9.335 eV. The maximum force comes out at 7.484 eV Å⁻¹.

Atoms and positions in Å:
1 C -0.12 4.56 5.17
2 C 0.52 3.32 5.84
3 C -0.34 2.09 5.75
4 O 0.39 1.12 5.05
5 C 1.57 1.67 4.72
6 O 2.41 1.09 4.05
7 O 1.72 2.88 5.16
8 H 0.49 5.44 5.31
9 H -1.12 4.76 5.52
10 H -0.16 4.41 4.07
11 H 0.78 3.48 6.90
12 H -1.27 2.30 5.24
13 H -0.72 1.69 6.68
14 C 2.21 2.82 -6.17
15 C 2.54 1.35 -6.13
16 C 2.19 0.64 -7.42
17 O 3.38 0.22 -8.11
18 C 4.42 0.48 -7.31
19 O 5.51 0.26 -7.52
20 O 3.93 1.14 -6.17
21 H 2.85 3.30 -5.43
22 H 1.17 2.97 -5.83
23 H 2.35 3.28 -7.13
24 H 1.97 0.84 -5.35
25 H 1.62 1.30 -8.05
26 H 1.51 -0.22 -7.38
27 C 5.59 0.27 -2.03
28 C 5.04 1.68 -1.96
29 C 5.34 2.53 -3.15
30 O 4.19 3.44 -3.24
31 C 3.21 2.74 -2.67
32 O 2.02 2.97 -2.81
33 O 3.63 1.64 -1.95
34 H 5.29 -0.28 -2.90
35 H 5.24 -0.22 -1.13
36 H 6.70 0.25 -1.96
37 H 5.33 2.24 -1.07
38 H 5.42 1.94 -4.05
39 H 6.23 3.14 -3.15
40 C 1.32 -4.17 -1.78
41 O 0.78 -3.63 -3.00
42 C 0.45 -2.29 -3.07
43 C 1.73 -1.48 -3.39
44 O 2.08 -1.73 -4.78
45 C 3.51 -1.80 -5.00
46 H 2.41 -4.05 -1.79
47 H 1.07 -5.21 -1.90
48 H 0.93 -3.60 -0.94
49 H 0.02 -1.92 -2.11
50 H -0.19 -2.21 -3.97
51 H 2.52 -1.79 -2.72
52 H 1.54 -0.40 -3.28
53 H 3.97 -0.83 -4.80
54 H 3.66 -2.11 -6.05
55 H 4.02 -2.52 -4.35
56 C -5.79 -0.32 -0.67
57 O -5.00 -1.40 -0.29
58 C -3.66 -1.09 -0.53
59 C -2.73 -2.23 -0.12
60 O -2.98 -3.34 -0.99
61 C -2.31 -4.45 -0.53
62 H -6.29 -0.51 -1.58
63 H -5.22 0.63 -0.79
64 H -6.54 -0.16 0.11
65 H -3.33 -0.12 -0.07
66 H -3.49 -1.05 -1.64
67 H -2.97 -2.58 0.93
68 H -1.67 -2.00 -0.18
69 H -1.24 -4.25 -0.46
70 H -2.48 -5.28 -1.21
71 H -2.69 -4.71 0.49
72 C -0.34 1.20 -1.27
73 O -0.48 0.11 -0.45
74 C 0.45 0.17 0.68
75 C 0.20 -0.97 1.58
76 O 0.56 -2.22 0.96
77 C 0.50 -3.21 1.96
78 H -1.21 1.21 -1.96
79 H 0.61 1.23 -1.81
80 H -0.37 2.08 -0.65
81 H 0.29 1.16 1.12
82 H 1.47 0.12 0.24
83 H -0.82 -1.04 1.91
84 H 0.79 -0.82 2.49
85 H 0.70 -4.17 1.45
86 H -0.46 -3.14 2.50
87 H 1.26 -3.12 2.74
88 C -0.06 8.96 -2.16
89 O -0.54 8.18 -3.27
90 C -1.72 7.36 -3.06
91 C -1.85 6.32 -4.18
92 O -0.86 5.27 -4.07
93 C -1.04 4.32 -3.04
94 H 0.96 9.30 -2.37
95 H -0.15 8.38 -1.25
96 H -0.72 9.79 -2.10
97 H -2.60 7.98 -2.97
98 H -1.53 6.80 -2.11
99 H -1.76 6.80 -5.17
100 H -2.86 5.89 -4.14
101 H -2.04 3.86 -3.02
102 H -0.86 4.72 -2.01
103 H -0.27 3.58 -3.23
104 C 0.66 -6.98 1.55
105 O 0.34 -7.77 2.65
106 C 0.55 -7.18 3.94
107 C -0.40 -6.07 4.26
108 O -1.79 -6.35 4.09
109 C -2.23 -7.46 4.88
110 H -0.20 -6.39 1.27
111 H 0.96 -7.62 0.72
112 H 1.55 -6.32 1.73
113 H 1.55 -6.72 3.93
114 H 0.44 -7.97 4.66
115 H -0.23 -5.21 3.61
116 H -0.22 -5.79 5.33
117 H -1.94 -8.34 4.32
118 H -3.33 -7.31 5.01
119 H -1.69 -7.47 5.83
120 C -1.46 4.88 0.69
121 O -2.04 3.62 0.87
122 C -1.73 3.15 2.20
123 C -2.41 1.75 2.40
124 O -3.78 1.91 2.22
125 C -4.65 0.89 2.57
126 H -1.96 5.59 1.36
127 H -1.73 5.18 -0.32
128 H -0.37 4.93 0.84
129 H -2.14 3.83 2.95
130 H -0.63 3.13 2.28
131 H -2.10 1.32 3.35
132 H -2.01 1.05 1.67
133 H -4.45 0.43 3.54
134 H -4.64 0.10 1.75
135 H -5.62 1.39 2.52
136 O -2.41 -0.96 6.25
137 S -2.17 -2.03 5.28
138 O -2.75 -1.88 3.96
139 O -0.58 -2.18 5.04
140 C 0.27 -2.29 6.29
141 C 1.68 -2.18 5.74
142 C -2.59 -3.61 5.99
143 H 0.18 -3.27 6.77
144 H 0.05 -1.48 6.97
145 H 1.74 -1.32 5.05
146 H 1.74 -3.05 5.07
147 H 2.40 -2.18 6.54
148 H -2.61 -4.34 5.18
149 H -3.62 -3.54 6.34
150 H -1.96 -3.92 6.84
151 O 4.12 0.42 8.17
152 S 5.14 0.23 7.18
153 O 6.38 -0.31 7.60
154 O 4.42 -0.74 6.20
155 C 5.00 -1.12 4.88
156 C 6.19 -2.15 4.93
157 C 5.27 1.72 6.26
158 H 5.21 -0.16 4.39
159 H 4.16 -1.56 4.38
160 H 5.92 -3.17 5.18
161 H 7.00 -1.81 5.66
162 H 6.69 -2.15 3.93
163 H 6.11 1.74 5.58
164 H 5.42 2.44 7.04
165 H 4.31 1.82 5.79
166 O 1.39 5.95 -0.54
167 S 2.52 6.48 -1.27
168 O 2.97 7.82 -0.97
169 O 3.73 5.53 -0.96
170 C 5.07 5.92 -1.27
171 C 5.70 6.72 -0.08
172 C 2.20 6.31 -2.98
173 H 5.10 6.57 -2.21
174 H 5.51 4.96 -1.49
175 H 5.04 7.50 0.23
176 H 6.60 7.18 -0.46
177 H 5.87 6.08 0.77
178 H 3.05 6.15 -3.64
179 H 1.73 7.25 -3.23
180 H 1.48 5.49 -3.05
181 O -4.33 5.45 -1.98
182 S -5.35 5.35 -0.93
183 O -5.47 6.43 0.03
184 O -6.65 5.27 -1.75
185 C -7.94 5.15 -1.14
186 C -8.53 6.56 -1.02
187 C -5.13 3.78 -0.22
188 H -7.80 4.58 -0.24
189 H -8.56 4.53 -1.81
190 H -7.76 7.18 -0.62
191 H -9.45 6.49 -0.41
192 H -8.87 6.89 -1.98
193 H -5.79 3.53 0.57
194 H -4.11 3.77 0.21
195 H -5.08 3.08 -1.02
196 O 6.12 1.24 2.83
197 S 6.45 2.21 1.80
198 O 7.25 1.84 0.63
199 O 5.09 2.81 1.14
200 C 4.01 3.11 2.21
201 C 2.69 3.36 1.53
202 C 7.13 3.69 2.47
203 H 4.38 3.92 2.83
204 H 4.02 2.20 2.75
205 H 2.48 2.46 0.93
206 H 2.60 4.19 0.86
207 H 1.86 3.40 2.23
208 H 6.65 4.02 3.37
209 H 7.19 4.40 1.65
210 H 8.12 3.36 2.74
211 O -5.30 1.07 -3.66
212 S -6.54 1.82 -3.52
213 O -7.21 1.93 -2.27
214 O -6.28 3.34 -4.04
215 C -5.06 3.48 -5.02
216 C -5.08 4.87 -5.50
217 C -7.70 1.27 -4.80
218 H -5.19 2.72 -5.81
219 H -4.22 3.22 -4.38
220 H -4.91 5.47 -4.59
221 H -6.09 5.12 -5.96
222 H -4.31 5.02 -6.23
223 H -7.41 1.36 -5.83
224 H -8.64 1.74 -4.59
225 H -7.82 0.22 -4.52
226 O -3.94 -1.88 -7.44
227 S -3.17 -1.97 -6.21
228 O -1.88 -2.65 -6.13
229 O -3.12 -0.44 -5.77
230 C -2.17 -0.02 -4.70
231 C -0.78 0.46 -5.20
232 C -4.27 -2.64 -5.10
233 H -1.99 -0.93 -4.11
234 H -2.67 0.79 -4.12
235 H -0.91 1.32 -5.83
236 H -0.12 -0.29 -5.67
237 H -0.38 0.87 -4.26
238 H -4.18 -3.70 -5.37
239 H -5.32 -2.45 -5.22
240 H -4.00 -2.51 -4.02
241 O -5.96 -4.75 5.18
242 S -6.40 -4.93 3.81
243 O -7.28 -6.01 3.32
244 O -7.26 -3.61 3.25
245 C -6.70 -2.25 3.59
246 C -7.28 -1.77 4.92
247 C -4.94 -4.96 2.72
248 H -7.02 -1.56 2.81
249 H -5.62 -2.22 3.53
250 H -6.97 -0.77 5.11
251 H -7.02 -2.50 5.68
252 H -8.37 -1.82 4.83
253 H -4.39 -5.88 2.99
254 H -4.28 -4.09 2.77
255 H -5.23 -5.05 1.69
256 O 6.03 -4.89 2.91
257 S 4.75 -4.51 2.41
258 O 3.83 -3.99 3.41
259 O 4.95 -3.36 1.38
260 C 3.87 -2.58 0.81
261 C 4.02 -1.15 1.15
262 C 4.00 -5.74 1.50
263 H 2.97 -3.08 1.14
264 H 4.02 -2.72 -0.26
265 H 3.66 -0.93 2.16
266 H 3.37 -0.59 0.46
267 H 5.06 -0.78 1.04
268 H 3.11 -5.42 0.95
269 H 3.84 -6.56 2.18
270 H 4.75 -6.03 0.73
271 O 3.36 -7.31 -1.25
272 S 3.82 -8.71 -1.26
273 O 3.86 -9.57 -0.11
274 O 2.93 -9.43 -2.38
275 C 1.98 -8.67 -3.25
276 C 1.29 -9.67 -4.15
277 C 5.43 -8.80 -2.02
278 H 2.60 -7.89 -3.72
279 H 1.31 -8.21 -2.52
280 H 0.57 -9.13 -4.73
281 H 0.68 -10.40 -3.62
282 H 1.97 -10.12 -4.85
283 H 6.18 -8.63 -1.25
284 H 5.64 -8.11 -2.84
285 H 5.56 -9.85 -2.31

(3)
Here is a single C14H9F3N2 molecule in a non-equilibrium geometry from OMol25. Energies are from wB97M-V/def2-TZVPD.

Its SMILES is N#CN[C@@H](c1cccc(F)c1)c1cc(F)cc(F)c1. Its energy above the lowest of the compared OMol25 structures with the same formula, charge and spin is 0.0 kJ/mol. Its HOMO energy is -9.575 eV. The maximum force comes out at 3.718 eV Å⁻¹.

Atoms and positions in Å:
1 N -4.07 -0.78 2.88
2 C -3.11 -0.10 2.98
3 N -2.02 0.68 2.95
4 C -1.09 0.47 1.84
5 C 0.07 1.47 1.94
6 C -0.43 2.76 2.10
7 C 0.40 3.84 2.31
8 C 1.78 3.68 2.38
9 C 2.27 2.38 2.23
10 F 3.64 2.20 2.25
11 C 1.47 1.26 2.04
12 C -0.66 -1.09 1.60
13 C 0.58 -1.76 1.77
14 C 0.68 -3.11 1.38
15 F 1.94 -3.68 1.33
16 C -0.39 -3.90 1.02
17 C -1.60 -3.24 1.01
18 F -2.72 -4.00 0.79
19 C -1.74 -1.89 1.24
20 H -2.29 1.68 3.23
21 H -1.61 0.73 0.91
22 H -1.51 2.90 2.08
23 H -0.03 4.81 2.47
24 H 2.45 4.52 2.44
25 H 1.93 0.27 2.01
26 H 1.44 -1.31 2.27
27 H -0.28 -4.93 0.70
28 H -2.73 -1.50 1.19